C43H46ClN2O2ScSi2 | ωB97M-V/def2-TZVPD

The geometry in XYZ format:
```
97
Properties=species:S:1:pos:R:3:mulliken_charge:R:1
Sc -0.08 -0.50 0.36 -1.0724
Cl 4.83 -3.45 4.65 -0.2519
C 3.96 -2.52 3.46 -0.0126
C 4.46 -2.44 2.16 -0.5550
C 3.80 -1.70 1.20 -0.3830
C 2.57 -1.06 1.49 0.5032
O 1.94 -0.41 0.55 -0.9527
C 2.11 -1.13 2.83 0.3033
C 1.04 -0.26 3.26 -0.1470
N 0.15 0.21 2.46 0.7922
C -0.57 1.39 2.78 -0.6455
C -1.17 1.65 3.97 -0.1383
C -1.77 2.91 4.20 -0.9669
C -1.73 3.88 3.24 -0.8454
C -1.13 3.62 1.99 1.2716
C -1.07 4.57 0.94 -0.8416
C -0.51 4.22 -0.25 -0.8884
C -0.03 2.90 -0.42 -0.3846
N -0.06 2.00 0.52 0.0701
C -0.59 2.35 1.74 0.3728
C 2.83 -1.85 3.80 -0.8600
H 5.38 -2.95 1.90 0.4336
H 4.19 -1.63 0.20 0.5842
H 1.08 0.11 4.29 0.4611
H -1.19 0.89 4.75 0.5161
H -2.25 3.11 5.15 0.4149
H -2.17 4.86 3.42 0.4188
H -1.48 5.56 1.10 0.4226
H -0.45 4.92 -1.08 0.4057
H 0.38 2.60 -1.37 0.5359
H 2.47 -1.87 4.83 0.4491
C -3.44 1.79 0.34 -1.2219
Si -2.77 0.08 -0.16 1.0236
C -3.82 -1.10 0.96 2.7963
C -3.18 -1.07 2.35 -1.7497
C -3.78 -2.55 0.46 -2.2524
C -5.28 -0.67 1.12 -1.9612
C -3.21 -0.09 -2.03 2.7610
C -2.59 1.12 -2.75 -1.8073
C -2.58 -1.35 -2.62 -1.9713
C -4.71 -0.11 -2.32 -2.0644
H -4.50 1.87 0.08 0.5487
H -2.92 2.61 -0.16 0.1390
H -3.35 1.96 1.42 0.2494
H -2.15 -1.46 2.34 0.0606
H -3.74 -1.71 3.05 0.6325
H -3.15 -0.06 2.77 0.2639
H -2.75 -2.89 0.32 0.2256
H -4.30 -2.68 -0.49 0.2486
H -4.26 -3.22 1.19 0.5697
H -5.37 0.31 1.59 0.3539
H -5.81 -1.39 1.76 0.5302
H -5.82 -0.63 0.17 0.3094
H -1.51 1.18 -2.57 0.1364
H -3.04 2.06 -2.44 0.3677
H -2.73 1.02 -3.83 0.5382
H -1.50 -1.39 -2.44 0.1091
H -2.73 -1.39 -3.70 0.7041
H -3.00 -2.27 -2.20 0.0249
H -5.23 0.77 -1.92 0.3468
H -5.19 -1.00 -1.91 0.3210
H -4.88 -0.12 -3.41 0.4954
O 0.00 -2.38 -0.07 1.4540
Si 0.05 -4.00 -0.23 -1.4815
C 1.72 -4.51 -0.88 0.6221
C 2.07 -5.86 -1.02 -0.3569
C 3.30 -6.23 -1.52 -0.7260
C 4.22 -5.25 -1.92 -0.5830
C 3.88 -3.91 -1.80 -0.7137
C 2.64 -3.55 -1.29 0.0070
C -0.29 -4.77 1.44 0.6214
C -0.30 -3.98 2.59 0.6116
C -0.52 -4.51 3.85 -0.8096
C -0.75 -5.87 3.99 -0.6951
C -0.76 -6.69 2.87 -0.7675
C -0.53 -6.14 1.61 -0.2410
C -1.20 -4.59 -1.49 0.7253
C -2.37 -5.29 -1.18 -0.2041
C -3.27 -5.66 -2.17 -0.7125
C -3.02 -5.34 -3.50 -0.5681
C -1.86 -4.65 -3.83 -0.5813
C -0.96 -4.29 -2.84 -0.5595
H 1.37 -6.64 -0.73 0.2012
H 3.56 -7.28 -1.62 0.4247
H 5.18 -5.54 -2.31 0.3862
H 4.59 -3.15 -2.12 0.4080
H 2.38 -2.50 -1.20 0.2773
H -0.11 -2.91 2.50 0.0360
H -0.52 -3.87 4.72 0.4554
H -0.93 -6.29 4.97 0.3829
H -0.94 -7.75 2.97 0.4269
H -0.55 -6.80 0.75 0.2806
H -2.60 -5.53 -0.15 0.3650
H -4.17 -6.20 -1.91 0.4000
H -3.72 -5.63 -4.27 0.3835
H -1.65 -4.40 -4.87 0.4319
H -0.05 -3.76 -3.12 0.3614
```

As for the multiplicity: 1. As for the energy relative to the best compared isomer or geometry (same formula, charge and spin): 100.0 kJ/mol. The value obtained for the total energy is -101397.5179 eV. The HOMO-LUMO gap is 6.14 eV.